81
Properties=species:S:1:pos:R:3 method="wB97M-V/def2-TZVPD" lumo_energy_ev="-8.63 / -12.98" e_above_lowest_ev=1.468 charge=+3 gap_ev="7.34 / 2.98" energy_ha=-6305.8957 spin_multiplicity=5
Os -0.963 -0.203 -1.268
C 0.596 -1.003 -3.949
C -0.879 -1.245 -4.356
N -1.759 -1.423 -3.188
C -2.022 -2.838 -2.861
C -2.105 -3.041 -1.348
N -0.973 -2.394 -0.653
C 0.331 -3.057 -0.864
C 1.043 -2.643 -2.166
N 0.830 -1.221 -2.514
H 0.861 0.029 -4.175
H 1.258 -1.648 -4.536
H -0.950 -2.118 -5.010
H -1.217 -0.384 -4.935
H -2.654 -0.983 -3.398
H -1.235 -3.468 -3.274
H -2.963 -3.177 -3.307
H -2.129 -4.116 -1.134
H -3.033 -2.600 -0.968
H -1.173 -2.471 0.348
H 0.217 -4.147 -0.857
H 0.966 -2.782 -0.015
H 0.711 -3.267 -2.996
H 2.112 -2.838 -2.034
H 1.673 -0.699 -2.269
C 0.072 2.066 1.635
C 1.251 1.218 2.069
As 1.807 -0.139 0.737
C 3.318 -0.939 1.721
C 4.296 -0.091 2.245
C 5.390 -0.630 2.899
C 5.502 -2.001 3.065
C 4.524 -2.846 2.558
C 3.427 -2.313 1.894
C 2.681 0.961 -0.627
C 1.898 1.854 -1.354
C 2.474 2.741 -2.243
C 3.849 2.706 -2.441
C 4.629 1.786 -1.757
C 4.051 0.898 -0.865
As -1.457 1.101 0.825
C -2.745 2.577 0.942
C -4.026 2.347 1.431
C -4.843 3.434 1.711
C -4.411 4.724 1.445
C -3.134 4.951 0.953
C -2.310 3.873 0.678
C -2.134 -0.114 2.186
C -3.066 -1.053 1.737
C -3.701 -1.899 2.629
C -3.392 -1.814 3.981
C -2.464 -0.888 4.434
C -1.839 -0.029 3.542
H 0.401 2.814 0.904
H -0.348 2.620 2.487
H 1.034 0.667 2.991
H 2.113 1.863 2.264
H 4.217 0.984 2.133
H 6.154 0.033 3.278
H 6.347 -2.412 3.597
H 4.614 -3.915 2.671
H 2.660 -2.980 1.517
H 0.817 1.858 -1.193
H 1.861 3.450 -2.777
H 4.306 3.384 -3.146
H 5.696 1.749 -1.920
H 4.661 0.177 -0.332
H -4.372 1.343 1.641
H -5.815 3.262 2.150
H -5.076 5.561 1.601
H -2.782 5.952 0.759
H -1.334 4.066 0.248
H -3.311 -1.078 0.673
H -4.443 -2.603 2.279
H -3.885 -2.468 4.683
H -2.232 -0.821 5.485
H -1.158 0.726 3.919
F -0.729 1.601 -3.461
C -1.458 1.454 -2.339
F -2.747 1.314 -2.716
F -1.384 2.651 -1.702

***

90
Properties=species:S:1:pos:R:3 method="wB97M-V/def2-TZVPD" lumo_energy_ev="-3.28 / -5.69" charge=+1 gap_ev="5.94 / 5.96" energy_ha=-3692.4126 spin_multiplicity=6
Cr -1.757 -2.224 0.518
C -5.466 -0.251 1.186
C -4.226 -1.071 1.240
N -3.345 -1.162 0.257
O -3.629 -0.504 -0.930
B -2.999 -0.831 -2.083
F -3.377 -0.089 -3.116
F -0.866 0.220 -1.232
O -2.084 -1.785 -2.385
N -1.393 -2.452 -1.389
C -0.520 -3.380 -1.763
C -0.276 -3.760 -3.183
C 0.036 -4.062 -0.642
N -0.409 -3.568 0.500
O -0.339 -4.316 1.639
B -1.738 -4.610 2.073
F -2.540 -4.567 0.829
F -1.820 -5.799 2.674
O -2.335 -3.541 2.917
N -2.742 -2.538 2.125
C -3.874 -1.912 2.338
C -4.681 -2.097 3.574
C 0.916 -5.264 -0.687
H -5.485 0.345 0.277
H -5.520 0.401 2.055
H -6.343 -0.897 1.200
H -0.610 -2.965 -3.846
H -0.843 -4.663 -3.421
H 0.778 -3.969 -3.355
H -4.472 -3.082 3.986
H -5.742 -1.990 3.378
H -4.382 -1.357 4.317
H 1.363 -5.418 -1.662
H 0.325 -6.143 -0.420
H 1.689 -5.172 0.075
C 3.421 1.647 -5.990
C 2.751 1.326 -4.691
C 3.187 0.268 -3.905
C 2.586 -0.022 -2.685
C 3.083 -1.181 -1.873
C 1.544 0.786 -2.251
Te 0.836 0.231 -0.158
N -0.417 -0.860 1.013
C -0.248 -0.567 2.310
O -1.174 -0.693 3.098
C 1.095 -0.080 2.722
C 2.233 -0.690 2.178
C 3.491 -0.355 2.663
C 3.620 0.583 3.674
C 2.491 1.187 4.212
C 1.232 0.853 3.744
C 0.509 2.178 0.589
C 1.666 2.954 0.710
C 3.000 2.434 0.279
C 1.565 4.242 1.212
C 0.342 4.776 1.595
C 0.252 6.169 2.126
C -0.793 3.983 1.462
C -0.742 2.684 0.973
C -2.017 1.919 0.833
C 1.036 1.817 -3.029
C -0.156 2.630 -2.653
C 1.669 2.069 -4.246
H 4.336 1.075 -6.115
H 3.666 2.705 -6.047
H 2.760 1.423 -6.824
H 4.010 -0.346 -4.236
H 3.605 -1.888 -2.514
H 2.245 -1.703 -1.394
H 3.788 -0.838 -1.108
H 2.123 -1.558 1.533
H 4.362 -0.875 2.293
H 4.596 0.800 4.081
H 2.589 1.885 5.028
H 0.346 1.278 4.191
H 2.938 1.353 0.094
H 3.751 2.615 1.045
H 3.324 2.933 -0.635
H 2.462 4.837 1.297
H 1.234 6.631 2.173
H -0.184 6.164 3.124
H -0.387 6.776 1.487
H -1.754 4.385 1.746
H -2.785 2.350 1.471
H -1.893 0.874 1.100
H -2.381 1.950 -0.195
H -0.152 2.856 -1.589
H -1.060 2.067 -2.887
H -0.179 3.562 -3.213
H 1.285 2.872 -4.858

***

82
Properties=species:S:1:pos:R:3 method="wB97M-V/def2-TZVPD" lumo_energy_ev=-0.98 e_above_lowest_ev=5.585 gap_ev=5.39 energy_ha=-2388.3035
Sr 0.000 0.000 0.000
C 3.781 4.344 -6.901
C 3.143 4.924 -5.877
C 1.833 5.665 -5.844
C 0.871 5.461 -7.036
C 0.461 4.020 -7.224
C 1.101 3.044 -7.878
C 2.407 3.072 -8.629
C 3.362 4.253 -8.348
C -1.077 -1.777 0.368
H 4.719 3.840 -6.665
H 3.632 4.860 -4.904
H 2.033 6.742 -5.731
H 1.310 5.370 -4.923
H -0.029 6.055 -6.838
H 1.310 5.874 -7.945
H -0.472 3.743 -6.732
H 0.619 2.066 -7.879
H 2.199 3.034 -9.710
H 2.938 2.136 -8.403
H 4.259 4.103 -8.961
H 2.915 5.186 -8.695
H -0.412 -2.598 0.694
H -1.632 -2.105 -0.535
H -1.814 -1.572 1.173
P -1.429 0.667 -1.684
P 1.072 1.995 -0.446
N -1.558 -0.344 -3.088
N -3.134 0.924 -1.382
N 2.383 1.898 -1.585
N 1.704 2.995 0.828
C -0.890 2.317 -2.384
C -0.119 3.123 -1.325
C -0.726 -1.448 -3.307
C -0.955 -1.903 -4.589
C -1.951 -1.056 -5.181
C -2.302 -0.102 -4.248
C -3.962 -0.041 -0.805
C -5.132 0.579 -0.410
C -5.014 1.972 -0.725
C -3.776 2.162 -1.308
C 3.204 0.768 -1.666
C 4.151 0.992 -2.646
C 3.912 2.297 -3.188
C 2.827 2.836 -2.524
C 2.520 4.123 0.726
C 2.601 4.704 1.977
C 1.803 3.921 2.874
C 1.263 2.877 2.150
H -1.750 2.876 -2.798
H -0.222 2.055 -3.228
H 0.385 4.001 -1.768
H -0.792 3.494 -0.528
H -0.056 -1.785 -2.513
H -0.469 -2.763 -5.055
H -2.375 -1.150 -6.183
H -3.029 0.712 -4.276
H -3.638 -1.081 -0.749
H -5.992 0.082 0.044
H -5.763 2.747 -0.556
H -3.296 3.069 -1.679
H 3.010 -0.085 -1.014
H 4.931 0.290 -2.950
H 4.474 2.787 -3.988
H 2.329 3.798 -2.642
H 2.999 4.381 -0.220
H 3.189 5.590 2.229
H 1.658 4.095 3.943
H 0.614 2.046 2.431
O 0.225 -0.452 3.636
B 1.039 -0.799 2.492
O 1.513 -2.158 2.635
C 0.997 -2.553 3.808
C 1.128 -3.808 4.401
C 0.464 -4.036 5.620
C -0.308 -3.016 6.215
C -0.422 -1.759 5.597
C 0.245 -1.559 4.389
H 1.712 -4.587 3.930
H 0.540 -5.003 6.100
H -0.822 -3.204 7.149
H -1.021 -0.973 6.039